{"formula": "C12H24O4", "method": "the ωB97M-V functional and the def2-TZVPD basis", "elements": ["C", "C", "C", "O", "H", "H", "H", "H", "H", "H", "C", "C", "C", "O", "H", "H", "H", "H", "H", "H", "C", "C", "C", "O", "H", "H", "H", "H", "H", "H", "C", "C", "C", "O", "H", "H", "H", "H", "H", "H"], "positions_angstrom": [[-2.421084, -5.197494, -0.242521], [-3.738776, -4.457358, -0.160102], [-3.980367, -3.702270, 1.103310], [-4.700023, -4.654925, -0.943087], [-2.421340, -5.922619, -1.056327], [-2.292654, -5.812208, 0.648387], [-1.548385, -4.574399, -0.438136], [-3.651773, -4.235961, 1.995104], [-5.069627, -3.664482, 1.116557], [-3.696057, -2.650033, 1.094762], [3.902284, -1.284966, -1.249906], [4.958441, -0.664848, -2.094884], [5.371697, 0.777395, -1.783601], [5.744449, -1.300065, -2.726424], [2.895475, -1.039131, -1.587567], [3.960524, -0.981721, -0.204564], [3.935379, -2.374432, -1.242177], [4.916604, 0.987819, -0.815757], [4.954935, 1.475378, -2.509709], [6.432123, 0.989132, -1.646615], [-1.612902, 3.285568, -2.414354], [-0.910592, 1.981992, -2.615537], [-1.701651, 0.741180, -2.204322], [0.241999, 1.953054, -3.022389], [-2.405786, 3.483525, -3.135640], [-0.930468, 4.114196, -2.603420], [-2.114121, 3.400356, -1.453265], [-1.659089, 0.876594, -1.123602], [-1.232019, -0.237178, -2.306090], [-2.710966, 0.638492, -2.602876], [1.344073, 2.617753, 3.094207], [-0.098387, 2.279282, 3.525880], [-0.808373, 3.266533, 4.380917], [-0.721017, 1.326747, 3.069429], [1.929158, 3.409680, 3.561782], [0.976427, 2.836788, 2.091739], [1.865596, 1.681181, 2.896774], [-0.143886, 3.612296, 5.172750], [-1.785678, 2.802431, 4.513607], [-1.074144, 4.216716, 3.917666]], "atomic_forces_ev_per_a": [[-0.093, -0.638, -1.113], [-2.001, -1.456, -1.348], [-1.458, 0.491, 0.021], [2.959, 0.649, 1.606], [-0.308, 0.132, -0.208], [0.153, 0.410, 0.287], [-0.085, 0.277, 0.481], [0.357, 0.211, -0.128], [-0.110, 0.085, 0.395], [0.592, -0.150, 0.010], [-1.343, -0.691, 0.183], [2.198, 1.204, 1.733], [-1.471, 0.453, 0.672], [0.257, -1.497, -1.547], [-0.078, 0.308, -0.057], [0.168, 0.323, -0.101], [0.351, 0.031, -0.355], [-0.145, 0.500, -0.004], [-0.003, 0.049, -0.014], [0.047, -0.667, -0.519], [-0.307, 1.143, -0.285], [0.793, -0.757, -0.915], [0.762, -0.130, 0.484], [-1.146, -0.175, 0.481], [-0.177, -0.581, -0.259], [0.235, -0.139, 0.372], [0.255, -0.197, 0.173], [-0.880, -0.051, 0.352], [0.519, 0.320, -0.650], [-0.039, 0.547, 0.279], [-1.572, -1.483, -0.844], [0.009, -0.116, -0.435], [-0.402, 0.397, -0.307], [1.235, 0.795, 0.447], [-0.412, -0.189, 0.010], [0.833, 0.923, -0.532], [0.341, 0.105, 0.471], [-0.561, -0.547, 0.716], [0.154, 0.114, 1.258], [0.372, -0.002, -0.812]], "mulliken_charge": [-1.05, 0.80, -0.97, -0.57, 0.32, 0.30, 0.30, 0.30, 0.32, 0.26, -1.11, 0.81, -0.92, -0.52, 0.26, 0.32, 0.34, 0.25, 0.26, 0.32, -1.09, 0.82, -1.01, -0.56, 0.33, 0.32, 0.31, 0.25, 0.31, 0.32, -0.93, 0.73, -1.06, -0.59, 0.33, 0.26, 0.31, 0.33, 0.32, 0.30], "orbital_gap_ev": 9.7, "homo_energy_ev": -9.4, "max_force_ha_per_bohr": 0.0667, "smiles": "CC(C)=O.CC(C)=O.CC(C)=O.CC(C)=O", "relative_energy_kj_mol": 176.8, "multiplicity": 1}

***

{"formula": "C14H14F3IN2O2V", "method": "the ωB97M-V functional and the def2-TZVPD basis", "elements": ["C", "C", "H", "H", "H", "H", "H", "H", "C", "C", "C", "C", "H", "H", "H", "H", "N", "C", "C", "N", "C", "C", "C", "H", "H", "C", "H", "H", "V", "I", "F", "C", "F", "F", "C", "O", "O"], "positions_angstrom": [[-3.511229, -0.185030, -0.792184], [-2.678749, -0.060506, -2.065999], [-3.582070, -1.220066, -0.438381], [-4.535847, 0.163847, -1.012346], [-3.146424, 0.445506, 0.032851], [-1.656499, -0.469051, -2.059800], [-3.175855, -0.616468, -2.863348], [-2.620593, 0.977859, -2.392643], [0.098809, -1.190387, 2.421207], [0.848663, -1.751174, 3.449004], [2.176604, -2.123241, 3.190981], [2.743036, -1.831158, 1.950566], [-0.939161, -0.879850, 2.492963], [0.381884, -1.891427, 4.417710], [2.785763, -2.612222, 3.956149], [3.782354, -2.084150, 1.681925], [0.631710, -0.996243, 1.215743], [1.945737, -1.207357, 0.973724], [2.414247, -0.722198, -0.319358], [1.457827, -0.113135, -1.090348], [1.799554, 0.385357, -2.308272], [4.055243, -0.462867, -2.076750], [3.069951, 0.164044, -2.848577], [1.009052, 0.920377, -2.845687], [3.274715, 0.497331, -3.868764], [3.734071, -0.859903, -0.782672], [4.480734, -1.318520, -0.124184], [5.052188, -0.640533, -2.488757], [-0.525130, -0.338421, -0.428049], [-0.884564, -2.841416, -0.900770], [1.166985, 3.994873, 0.411296], [-0.174726, 3.768039, 0.436639], [-0.699522, 4.191116, 1.613630], [-0.737593, 4.458579, -0.582921], [-0.370300, 2.229322, 0.306603], [0.059974, 1.570962, 1.269717], [-0.898139, 1.752252, -0.761276]], "atomic_forces_ev_per_a": [[-0.211, -0.017, 0.140], [-0.556, 0.511, -0.432], [0.049, 0.191, -0.125], [0.421, -0.118, 0.156], [0.036, -0.072, -0.149], [-0.287, -0.068, -0.271], [0.200, -0.154, 0.031], [0.048, -0.029, 0.107], [0.792, -0.351, -0.359], [0.092, 0.025, -0.162], [-0.062, 0.169, -0.113], [-0.013, 0.183, -0.637], [0.115, -0.216, 0.343], [0.193, -0.086, -0.077], [-0.305, 0.194, -0.235], [-0.658, 0.129, 0.524], [0.664, 0.396, -0.095], [-0.793, -0.529, 1.559], [0.030, 0.557, -1.667], [1.128, -0.039, -0.428], [0.325, -0.830, 0.779], [-0.434, 0.124, 0.014], [-0.196, 0.270, 0.014], [0.335, -0.275, 0.200], [-0.014, -0.082, 0.409], [-0.278, -0.189, 0.284], [-0.304, 0.211, -0.441], [-0.363, 0.113, 0.206], [0.098, 0.861, 0.353], [-0.121, -1.509, -0.219], [-0.861, 0.369, 0.215], [-0.135, -0.540, -0.390], [0.572, 0.125, -0.967], [0.390, -0.203, 0.893], [0.034, -0.467, 0.170], [-0.630, 0.792, -0.840], [0.695, 0.554, 1.209]], "lowdin_spin": [0.00, 0.01, 0.00, 0.00, 0.00, 0.01, 0.00, 0.00, 0.02, 0.00, 0.01, 0.00, 0.00, 0.00, 0.00, 0.00, 0.00, 0.01, 0.02, 0.00, 0.02, 0.02, 0.00, 0.00, 0.00, 0.00, 0.00, 0.00, 2.75, 0.04, 0.00, 0.00, 0.00, 0.00, 0.02, 0.03, 0.02], "orbital_gap_ev": [6.6, 7.4], "homo_energy_ev": [-7.3, -8.3], "max_force_ha_per_bohr": 0.0355, "relative_energy_kj_mol": 0.0, "multiplicity": 4, "s2": 3.762}

***

{"formula": "C5H6N", "method": "the ωB97M-V functional and the def2-TZVPD basis", "elements": ["C", "C", "C", "C", "C", "N", "H", "H", "H", "H", "H", "H"], "positions_angstrom": [[1.614598, 0.242306, 0.116545], [1.232321, -1.125451, -0.126096], [-1.031467, -0.033369, 0.433799], [-0.947356, 1.190975, -0.279615], [-0.160941, -1.156208, 0.085109], [1.368820, 1.340333, 0.278067], [1.538651, -1.395357, -1.124696], [1.748712, -2.003712, 0.460256], [-1.207944, -0.115443, 1.460473], [-2.068427, -0.258477, -0.025175], [-0.591690, 1.340544, -1.217248], [-1.495279, 1.973858, -0.061416]], "atomic_forces_ev_per_a": [[0.682, -1.246, 0.198], [2.192, -1.583, 1.231], [0.921, -1.601, -2.525], [2.038, -2.658, 1.566], [-2.562, -0.818, -0.366], [-0.467, 2.744, 0.176], [-0.255, -0.448, -0.779], [-0.761, 1.742, -0.656], [-0.454, 0.541, 1.931], [0.247, 0.063, 0.190], [1.425, -0.560, -2.904], [-3.005, 3.825, 1.939]], "mulliken_charge": [0.40, -0.25, 0.17, -0.68, -0.34, -0.44, 0.31, 0.37, 0.40, 0.27, 0.35, 0.42], "orbital_gap_ev": [7.7, 7.2], "charge": 1, "homo_energy_ev": [-14.5, -14.1], "max_force_ha_per_bohr": 0.1018, "relative_energy_kj_mol": 748.6, "multiplicity": 1}

***

{"formula": "C15H17N2O12PReS", "method": "the ωB97M-V functional and the def2-TZVPD basis", "elements": ["Re", "O", "C", "O", "C", "O", "C", "C", "O", "O", "H", "H", "H", "H", "H", "O", "C", "O", "C", "C", "C", "N", "C", "C", "C", "O", "O", "H", "H", "H", "S", "C", "N", "C", "O", "P", "O", "C", "O", "C", "H", "H", "H", "H", "H", "H", "H", "H", "H"], "positions_angstrom": [[0.441900, 0.469500, -0.259300], [-4.062300, -1.386100, -0.582200], [-2.902000, -0.768300, -0.768000], [-1.932800, -1.261100, -1.267400], [-2.942900, 0.681700, -0.282600], [-1.788200, 1.022500, 0.460600], [-1.816100, 0.536800, 1.806600], [-0.469600, 0.950400, 2.502600], [-0.493000, 1.314100, 3.653500], [0.544300, 0.848000, 1.748200], [-4.033000, -2.304700, -0.899300], [-2.938800, 1.318900, -1.174300], [-3.849000, 0.858900, 0.306900], [-2.658100, 0.976400, 2.350000], [-1.878700, -0.559000, 1.826100], [6.506200, -2.720400, 0.895200], [6.459900, -1.570600, 0.533200], [7.213800, -0.635600, 0.362300], [4.931400, -1.110600, 0.163200], [4.726000, -0.022700, -0.669700], [3.427500, 0.388500, -0.901400], [2.389400, -0.232100, -0.345400], [2.595000, -1.312400, 0.416100], [3.862700, -1.783000, 0.717000], [1.303300, -2.065600, 0.846600], [1.394800, -3.088200, 1.483300], [0.254000, -1.501800, 0.418900], [5.566200, 0.501700, -1.100300], [3.202400, 1.237200, -1.534000], [3.987700, -2.644100, 1.356700], [-0.421200, -0.508700, -4.736500], [-0.063300, -0.118200, -3.255300], [0.221400, 0.214600, -2.150400], [-1.171400, 4.239600, 0.621400], [0.079300, 3.681200, 1.000200], [0.928400, 2.791500, -0.021500], [2.338300, 2.734700, 0.678500], [2.988100, 3.838600, 1.316900], [1.104000, 3.884400, -1.211100], [0.873600, 3.623000, -2.585000], [-1.037500, 4.913900, -0.226200], [-1.526600, 4.798300, 1.485100], [-1.894000, 3.463000, 0.367000], [3.229200, 4.614300, 0.590700], [3.901100, 3.427000, 1.744200], [2.364100, 4.250200, 2.107900], [0.202800, 4.397600, -2.960300], [0.420200, 2.641200, -2.724500], [1.821600, 3.666000, -3.121300]], "atomic_forces_ev_per_a": [[-0.406, -2.844, 0.737], [-0.547, -0.028, 0.166], [0.179, -0.034, 0.040], [-0.098, -0.053, 0.013], [-0.364, -0.141, -0.366], [0.780, -0.290, -0.471], [0.514, -0.004, 1.102], [-3.184, 0.193, 1.409], [0.260, -0.242, -0.470], [2.047, -0.066, -2.262], [0.245, 0.167, -0.064], [-0.099, -0.061, 0.151], [0.216, 0.067, -0.063], [0.152, -0.012, -0.157], [-0.025, 0.097, -0.102], [0.537, -1.695, 0.668], [-2.549, 0.982, -0.789], [1.604, 1.016, -0.097], [1.622, -0.459, 0.459], [-0.957, 0.225, -0.209], [1.151, 0.476, -0.392], [-0.996, 0.727, 0.041], [-0.345, -1.549, 0.921], [-1.191, 0.423, -0.347], [3.798, -0.720, 0.836], [-0.510, 0.375, -0.276], [-2.732, 2.450, -1.039], [0.084, -0.032, 0.041], [-0.039, 0.034, 0.029], [0.080, -0.082, -0.090], [0.138, 0.113, 0.680], [-0.351, -0.295, -1.829], [0.320, 0.746, 1.621], [-0.280, 0.329, -0.087], [0.297, -0.762, -0.012], [1.296, 1.834, 0.134], [-0.509, -0.056, -0.258], [0.305, 0.220, 0.252], [-0.254, -0.900, 0.850], [-0.062, -0.044, -0.497], [-0.040, 0.010, 0.052], [-0.019, -0.032, -0.087], [0.041, -0.005, 0.035], [-0.015, -0.048, -0.032], [-0.070, 0.097, -0.051], [-0.040, -0.073, -0.025], [0.070, -0.105, -0.039], [0.003, 0.059, -0.120], [-0.060, -0.011, -0.007]], "lowdin_spin": [0.81, 0.00, 0.00, 0.00, 0.00, 0.00, 0.00, 0.01, 0.00, 0.05, 0.00, 0.00, 0.00, 0.00, 0.00, 0.00, 0.00, 0.00, 0.02, 0.00, 0.01, 0.00, 0.01, 0.00, 0.00, 0.00, -0.02, 0.00, 0.00, 0.00, 0.06, 0.05, 0.00, 0.00, 0.00, -0.01, 0.00, 0.00, 0.00, 0.00, 0.00, 0.00, 0.00, 0.00, 0.00, 0.00, 0.00, 0.00, 0.00], "orbital_gap_ev": [3.8, 4.2], "homo_energy_ev": [-7.6, -7.5], "max_force_ha_per_bohr": 0.0769, "relative_energy_kj_mol": 144.8, "multiplicity": 2, "s2": 0.934}

***

{"formula": "C14H16", "method": "the ωB97M-V functional and the def2-TZVPD basis", "elements": ["C", "C", "C", "C", "C", "C", "C", "H", "H", "H", "H", "H", "H", "H", "H", "C", "C", "C", "C", "C", "C", "C", "H", "H", "H", "H", "H", "H", "H", "H"], "positions_angstrom": [[-0.618799, 2.298656, 2.949406], [-1.538785, 1.818110, 1.847689], [-1.331960, 2.195209, 0.525342], [-2.043502, 1.605772, -0.509143], [-2.993074, 0.636275, -0.215592], [-3.251566, 0.302520, 1.103145], [-2.498273, 0.852983, 2.132763], [0.003842, 3.108611, 2.561504], [0.077154, 1.510747, 3.237633], [-1.192374, 2.644349, 3.809887], [-0.650183, 3.015673, 0.317759], [-1.892149, 1.937092, -1.531847], [-3.521746, 0.127118, -1.010199], [-4.058020, -0.388348, 1.313817], [-2.691067, 0.541359, 3.154890], [1.492873, 0.329178, -2.752863], [1.749087, -0.804077, -1.808240], [1.974659, -0.488862, -0.469437], [2.196033, -1.449527, 0.494637], [2.336999, -2.781718, 0.101434], [2.300061, -3.076534, -1.255880], [2.009802, -2.117959, -2.212766], [1.210992, -0.017219, -3.753930], [2.393279, 0.880510, -3.045496], [0.776617, 1.013776, -2.308144], [1.783284, 0.542988, -0.177124], [2.379705, -1.176195, 1.526753], [2.390376, -3.582845, 0.823181], [2.305679, -4.127933, -1.533965], [2.124797, -2.249777, -3.284998]], "atomic_forces_ev_per_a": [[-0.110, 0.379, -0.614], [0.600, -0.573, 0.367], [-0.149, 0.384, 0.009], [-0.141, 0.062, 0.045], [0.095, 0.035, -0.187], [-0.017, -0.099, 0.087], [-0.434, 0.073, -0.283], [-0.115, 0.121, 0.221], [-0.165, -0.112, 0.177], [0.197, -0.037, 0.078], [0.114, -0.207, -0.039], [0.063, -0.127, 0.079], [-0.123, 0.134, -0.036], [0.130, -0.139, 0.107], [0.100, 0.088, -0.039], [0.338, -0.247, -1.001], [1.405, -0.177, 0.252], [-1.274, 0.497, 0.175], [0.792, -0.539, -0.002], [-0.389, 0.519, -0.360], [-0.778, -0.945, 0.111], [0.311, 1.290, -0.071], [-0.735, -0.113, 0.342], [0.177, 0.108, 0.736], [-0.157, 0.135, -0.312], [0.287, -0.096, 0.115], [-0.317, 0.069, 0.016], [0.285, 0.010, 0.084], [0.440, 0.148, -0.163], [-0.431, -0.642, 0.104]], "mulliken_charge": [-1.40, 0.78, -0.35, -0.53, -0.52, -0.41, -0.42, 0.36, 0.27, 0.38, 0.30, 0.41, 0.37, 0.37, 0.37, -1.30, 0.90, -0.43, -0.46, -0.43, -0.42, -0.46, 0.37, 0.32, 0.18, 0.33, 0.38, 0.38, 0.31, 0.33], "orbital_gap_ev": 9.8, "homo_energy_ev": -8.9, "max_force_ha_per_bohr": 0.0280, "smiles": "Cc1ccccc1.Cc1ccccc1", "relative_energy_kj_mol": 45.4, "multiplicity": 1}

***

{"formula": "C3F4IN", "method": "the ωB97M-V functional and the def2-TZVPD basis", "elements": ["C", "C", "C", "N", "F", "F", "F", "F", "I"], "positions_angstrom": [[-0.723670, -0.780413, 1.076044], [0.357936, 0.132981, 1.010932], [-0.900407, 1.033250, -0.876795], [-1.646333, -1.468925, 0.993566], [1.524501, -0.166318, 0.390198], [0.472079, 1.045324, 1.922124], [-1.464642, 2.152695, -0.312343], [0.215949, 1.532441, -1.424039], [-2.144779, -0.037771, -2.182616]], "atomic_forces_ev_per_a": [[0.631, -0.432, 0.194], [-0.654, -0.016, -2.866], [1.652, 2.374, 1.703], [0.011, -0.114, 0.190], [-1.632, 0.199, 1.169], [0.275, 0.228, 0.182], [-0.276, -1.533, -0.327], [-0.150, -0.715, -0.594], [0.144, 0.009, 0.348]], "mulliken_charge": [0.43, 0.37, 0.18, -0.37, -0.21, -0.19, -0.21, -0.18, 0.18], "orbital_gap_ev": [8.1, 8.1], "homo_energy_ev": [-9.5, -9.4], "max_force_ha_per_bohr": 0.0653, "relative_energy_kj_mol": 286.6, "multiplicity": 1}

***

Repeat the third record exactly.
{"formula": "C5H6N", "method": "the ωB97M-V functional and the def2-TZVPD basis", "elements": ["C", "C", "C", "C", "C", "N", "H", "H", "H", "H", "H", "H"], "positions_angstrom": [[1.614598, 0.242306, 0.116545], [1.232321, -1.125451, -0.126096], [-1.031467, -0.033369, 0.433799], [-0.947356, 1.190975, -0.279615], [-0.160941, -1.156208, 0.085109], [1.368820, 1.340333, 0.278067], [1.538651, -1.395357, -1.124696], [1.748712, -2.003712, 0.460256], [-1.207944, -0.115443, 1.460473], [-2.068427, -0.258477, -0.025175], [-0.591690, 1.340544, -1.217248], [-1.495279, 1.973858, -0.061416]], "atomic_forces_ev_per_a": [[0.682, -1.246, 0.198], [2.192, -1.583, 1.231], [0.921, -1.601, -2.525], [2.038, -2.658, 1.566], [-2.562, -0.818, -0.366], [-0.467, 2.744, 0.176], [-0.255, -0.448, -0.779], [-0.761, 1.742, -0.656], [-0.454, 0.541, 1.931], [0.247, 0.063, 0.190], [1.425, -0.560, -2.904], [-3.005, 3.825, 1.939]], "mulliken_charge": [0.40, -0.25, 0.17, -0.68, -0.34, -0.44, 0.31, 0.37, 0.40, 0.27, 0.35, 0.42], "orbital_gap_ev": [7.7, 7.2], "charge": 1, "homo_energy_ev": [-14.5, -14.1], "max_force_ha_per_bohr": 0.1018, "relative_energy_kj_mol": 748.6, "multiplicity": 1}